{
  "formula": "C37H84B2F2IN5O15P",
  "method": "wB97M-V/def2-TZVPD",
  "homo_lumo_gap_ev": 7.501,
  "total_charge": 1,
  "homo_ha": -0.4057,
  "symbols": ["C", "C", "N", "B", "N", "O", "C", "C", "C", "C", "C", "O", "P", "O", "C", "C", "C", "C", "F", "O", "C", "N", "N", "C", "C", "O", "F", "C", "I", "C", "N", "C", "C", "C", "B", "O", "O", "C", "C", "H", "H", "H", "H", "H", "H", "H", "H", "H", "H", "H", "H", "H", "H", "H", "H", "H", "H", "H", "H", "H", "H", "H", "H", "H", "H", "H", "H", "H", "H", "H", "H", "H", "H", "H", "H", "C", "C", "O", "H", "H", "H", "H", "H", "H", "C", "C", "O", "H", "H", "H", "H", "H", "H", "C", "C", "O", "H", "H", "H", "H", "H", "H", "C", "C", "O", "H", "H", "H", "H", "H", "H", "C", "C", "O", "H", "H", "H", "H", "H", "H", "C", "C", "O", "H", "H", "H", "H", "H", "H", "C", "C", "O", "H", "H", "H", "H", "H", "H", "C", "C", "O", "H", "H", "H", "H", "H", "H"],
  "positions_angstrom": [[-0.23, -1.24, 2.23], [0.65, -1.06, 1.47], [1.71, -0.86, 0.50], [1.88, -2.30, -0.09], [0.84, -3.32, 0.16], [2.90, -2.70, -0.90], [1.20, 0.27, -0.36], [-0.35, 0.24, -0.56], [-1.02, -1.04, -1.11], [-2.35, -0.69, -1.82], [-3.48, -0.43, -0.79], [-4.38, 0.56, -1.32], [1.74, 0.22, -2.18], [1.68, -1.11, -2.83], [1.58, 1.70, 0.26], [0.67, 2.85, -0.21], [0.49, 3.31, -1.66], [1.66, 3.60, -2.60], [-0.20, 4.55, -1.54], [2.93, 2.05, -0.31], [3.42, 3.13, 0.17], [3.66, 4.17, 0.60], [1.80, 1.69, 1.68], [1.20, 2.69, 2.51], [-0.31, 2.54, 2.79], [-1.10, 3.33, 2.45], [-0.76, 1.49, 3.52], [2.70, 0.70, 2.26], [2.08, 0.15, 4.36], [4.12, 1.33, 2.69], [4.07, 2.27, 3.80], [2.92, -0.61, 1.38], [4.25, -0.44, 0.63], [4.54, -0.30, -0.71], [3.27, -1.98, 2.25], [2.46, -2.69, 3.11], [4.46, -2.67, 1.98], [5.44, -2.52, 3.03], [6.82, -2.49, 2.36], [-1.08, -1.24, 2.87], [1.24, -3.96, 0.85], [0.75, -3.89, -0.67], [3.40, -3.41, -0.46], [-0.88, 0.70, 0.28], [-0.58, 0.93, -1.38], [-0.40, -1.68, -1.74], [-1.31, -1.66, -0.25], [-2.25, 0.11, -2.56], [-2.63, -1.61, -2.35], [-4.07, -1.34, -0.66], [-3.07, -0.08, 0.17], [-4.07, 1.41, -1.00], [0.83, 1.00, -2.93], [3.00, 0.81, -2.41], [-0.35, 2.70, 0.19], [0.92, 3.81, 0.27], [-0.26, 2.77, -2.25], [2.68, 3.51, -2.23], [1.57, 4.60, -3.03], [1.60, 2.93, -3.47], [1.41, 3.71, 2.17], [1.62, 2.79, 3.53], [4.69, 0.47, 3.05], [4.68, 1.77, 1.85], [3.75, 3.15, 3.43], [4.96, 2.39, 4.26], [5.15, -0.49, 1.24], [4.45, -1.06, -1.49], [4.89, 0.68, -1.06], [2.82, -2.76, 4.00], [5.41, -3.43, 3.65], [5.28, -1.64, 3.67], [6.94, -3.44, 1.83], [7.63, -2.33, 3.07], [6.84, -1.71, 1.59], [-2.48, 2.65, -5.32], [-2.96, 1.27, -5.71], [-3.32, 0.52, -4.54], [-1.61, 2.58, -4.65], [-2.20, 3.23, -6.20], [-3.25, 3.19, -4.77], [-2.18, 0.72, -6.23], [-3.84, 1.33, -6.36], [-4.02, 1.00, -4.08], [5.42, 2.56, 8.65], [5.16, 2.30, 7.18], [6.09, 3.02, 6.37], [5.33, 3.62, 8.88], [4.71, 2.01, 9.27], [6.43, 2.25, 8.92], [4.16, 2.63, 6.90], [5.26, 1.23, 6.95], [6.98, 2.73, 6.61], [-1.75, 0.42, 7.52], [-1.48, -0.89, 6.80], [-2.26, -0.98, 5.61], [-2.81, 0.50, 7.77], [-1.16, 0.50, 8.43], [-1.51, 1.27, 6.87], [-1.73, -1.73, 7.44], [-0.42, -0.97, 6.53], [-2.02, -0.23, 5.05], [9.76, -0.86, 7.89], [8.92, 0.40, 7.84], [7.69, 0.24, 8.56], [9.20, -1.70, 7.48], [10.68, -0.74, 7.33], [10.00, -1.11, 8.93], [8.65, 0.64, 6.81], [9.46, 1.25, 8.26], [7.92, 0.04, 9.47], [-6.29, -2.90, -3.36], [-7.31, -1.79, -3.22], [-6.94, -0.90, -2.17], [-6.21, -3.46, -2.43], [-6.56, -3.59, -4.16], [-5.30, -2.49, -3.58], [-8.29, -2.20, -2.99], [-7.39, -1.21, -4.15], [-6.08, -0.54, -2.38], [-7.62, 1.55, -5.94], [-6.78, 1.78, -7.18], [-5.91, 0.67, -7.41], [-6.99, 1.40, -5.06], [-8.28, 2.40, -5.75], [-8.24, 0.65, -6.05], [-6.15, 2.66, -7.05], [-7.41, 1.92, -8.06], [-6.46, -0.11, -7.53], [0.47, -1.22, -8.73], [-0.53, -0.09, -8.59], [-0.15, 0.80, -7.54], [0.55, -1.78, -7.80], [0.17, -1.91, -9.53], [1.46, -0.83, -8.96], [-1.52, -0.48, -8.34], [-0.61, 0.47, -9.52], [0.72, 1.15, -7.76], [-11.48, -4.55, -3.41], [-10.22, -5.36, -3.62], [-9.06, -4.59, -3.33], [-11.47, -3.66, -4.04], [-12.37, -5.14, -3.64], [-11.55, -4.21, -2.37], [-10.14, -5.69, -4.66], [-10.22, -6.25, -2.98], [-9.12, -4.31, -2.41]],
  "mulliken_charge": [-1.053, -0.399, 1.509, 0.106, -0.508, -0.718, 2.087, -2.469, -0.229, -0.846, -0.744, -0.524, 0.883, -0.858, 0.191, -1.254, 0.606, -1.316, -0.427, -0.439, 0.660, -0.687, 1.255, -0.851, -0.092, -0.490, -0.104, -2.853, 0.159, -0.079, -0.260, 2.470, -1.201, -1.716, 1.967, -0.797, -0.527, -0.178, -1.149, 0.874, 0.284, 0.272, 0.326, 0.841, -0.232, 0.553, 0.281, 0.155, 0.566, 0.283, 0.456, 0.287, -0.125, 0.079, 0.078, 0.787, -0.113, 0.061, 0.546, 0.343, 0.505, 0.727, 0.445, 0.097, 0.254, 0.241, 0.453, 0.315, 0.415, 0.318, 0.435, 0.173, 0.308, 0.390, 0.267, -0.894, 0.646, -0.450, -0.104, 0.456, 0.403, -0.290, -0.061, 0.198, -1.133, 0.040, -0.583, 0.327, 0.331, 0.223, 0.322, 0.170, 0.291, -1.013, 0.088, -0.537, 0.293, 0.345, 0.274, 0.356, -0.056, 0.277, -1.152, -0.148, -0.490, 0.295, 0.345, 0.343, 0.246, 0.281, 0.276, -1.058, 0.268, -0.543, 0.233, 0.369, 0.368, 0.221, -0.125, 0.228, -0.877, -0.230, -0.504, 0.120, 0.379, 0.282, 0.279, 0.309, 0.280, -1.094, -0.144, -0.494, 0.266, 0.341, 0.322, 0.271, 0.280, 0.273, -1.042, -0.298, -0.433, 0.264, 0.369, 0.324, 0.274, 0.273, 0.260]
}